This record from OMol25 describes a cluster of 4 separate species, C23H42N4O8 in total. The level of theory is ωB97M-V/def2-TZVPD.

Total charge: 0
SMILES: CCCCCCCCCCCCCCC1=CC(=O)C=C(N)C1=O.C[N+](=O)[O-].C[N+](=O)[O-].C[N+](=O)[O-]
Gap between HOMO and LUMO, eV: 8.31
Strongest force on any atom, eV/Å: 0.846
2S+1: 1

The geometry in XYZ format:
```
77
Properties=species:S:1:pos:R:3:forces:R:3:mulliken_charge:R:1
C -0.6985 6.3621 -0.6937 -0.144 -0.261 0.315 -0.744
C -1.3568 5.3047 0.2088 -0.587 -0.124 -0.597 -0.223
C -2.5953 4.6582 -0.4497 0.230 0.042 0.386 -0.864
C -2.9665 3.3169 0.2153 0.267 0.130 -0.495 -1.032
C -2.4765 2.0787 -0.5738 0.085 0.158 0.353 -0.516
C -1.2416 1.3810 0.0297 -0.221 -0.213 0.225 -0.578
C -1.4379 -0.1199 0.2662 0.312 -0.027 -0.449 -0.954
C -1.8126 -0.9222 -0.9836 0.277 0.079 -0.065 -0.272
C -0.6086 -1.1901 -1.9193 -0.334 -0.307 0.238 -0.901
C -0.1684 -2.6657 -1.9125 0.322 0.536 0.286 -0.650
C 0.8406 -2.9393 -0.7999 -0.406 -0.121 0.390 -0.479
C 1.3966 -4.3612 -0.8233 0.150 0.312 -0.418 -1.011
C 2.7270 -4.5445 -0.0835 -0.350 -0.541 0.250 -0.865
C 2.8203 -3.8283 1.2676 0.463 0.205 0.204 -0.332
C 4.2298 -3.5199 1.7024 -0.130 -0.148 -0.087 0.631
C 4.6994 -3.7981 2.9158 0.174 -0.085 0.066 -0.576
C 6.0815 -3.4288 3.3226 0.140 0.076 -0.093 -0.035
O 6.3825 -3.3157 4.4925 0.024 -0.229 0.075 -0.572
C 7.0469 -3.1775 2.2388 0.048 -0.142 -0.184 -0.587
C 6.6098 -2.8800 1.0118 0.231 0.004 -0.143 0.055
N 7.4397 -2.5653 -0.0690 -0.505 -0.213 -0.171 -0.613
C 5.1375 -2.8062 0.7543 -0.295 0.262 0.143 0.673
O 4.7080 -2.1766 -0.1884 0.094 -0.104 -0.123 -0.565
H -1.3510 6.6119 -1.5299 -0.008 0.036 -0.070 0.332
H 0.2327 5.9660 -1.0944 0.083 0.164 -0.132 0.341
H -0.5041 7.2789 -0.1473 0.171 0.024 -0.069 -0.109
H -0.6654 4.4887 0.4184 0.200 0.101 0.194 0.193
H -1.6863 5.7400 1.1518 0.203 -0.019 0.160 0.318
H -3.4323 5.3568 -0.3972 -0.012 0.080 -0.036 0.341
H -2.3730 4.5170 -1.5082 -0.109 -0.132 -0.098 0.463
H -2.4969 3.3064 1.1999 -0.177 -0.056 0.181 0.424
H -4.0423 3.2468 0.3697 -0.066 0.044 -0.029 0.446
H -2.2438 2.3694 -1.5978 -0.153 0.025 -0.114 0.362
H -3.3058 1.3746 -0.6324 0.032 -0.160 -0.004 0.367
H -0.3539 1.5426 -0.5840 -0.002 0.016 -0.130 0.235
H -1.0138 1.8266 1.0003 0.055 0.094 0.010 0.519
H -0.4867 -0.5315 0.6183 -0.029 -0.024 0.232 0.076
H -2.1703 -0.3047 1.0482 -0.055 0.234 -0.004 0.262
H -2.2464 -1.8658 -0.6503 -0.006 -0.103 -0.071 0.396
H -2.5920 -0.4175 -1.5550 -0.135 0.069 0.124 0.396
H -0.8603 -0.8860 -2.9348 0.059 0.028 -0.068 0.423
H 0.2267 -0.5743 -1.5790 0.107 0.114 -0.222 0.373
H -1.0593 -3.2729 -1.7584 0.047 -0.292 -0.204 0.119
H 0.2896 -2.9416 -2.8619 -0.101 -0.034 -0.112 0.508
H 1.6364 -2.1910 -0.8335 0.181 -0.086 -0.180 0.472
H 0.3397 -2.7834 0.1625 0.005 0.108 0.029 0.217
H 0.6321 -5.0550 -0.4712 0.002 -0.031 0.157 0.415
H 1.5697 -4.6227 -1.8711 -0.006 -0.139 -0.006 0.376
H 3.5494 -4.2805 -0.7409 0.020 0.309 -0.022 0.438
H 2.8482 -5.6127 0.1184 0.124 -0.034 -0.077 0.329
H 2.2732 -2.8853 1.2807 -0.078 0.014 -0.200 0.173
H 2.4012 -4.4542 2.0551 -0.244 0.033 -0.004 0.407
H 4.0992 -4.2892 3.6713 -0.078 0.099 0.066 0.434
H 8.1089 -3.2041 2.4381 -0.004 0.139 0.294 0.445
H 8.0267 -3.3433 -0.3414 0.218 0.165 0.148 0.267
H 6.8682 -2.2899 -0.8623 0.081 0.044 0.025 0.297
C -4.0564 -4.0244 -4.7259 -0.114 -0.039 0.040 -0.738
N -2.8473 -4.3966 -3.9408 0.004 0.023 0.091 0.859
O -2.9899 -5.1595 -3.0070 0.014 0.014 -0.050 -0.526
O -1.7972 -3.9006 -4.2877 -0.048 -0.067 -0.111 -0.475
H -4.9109 -4.5366 -4.3007 0.023 -0.014 0.026 0.302
H -4.1642 -2.9461 -4.6592 0.047 0.011 -0.042 0.291
H -3.8797 -4.3270 -5.7533 0.038 0.055 -0.015 0.281
C 1.0350 10.4423 2.3340 0.086 0.087 -0.042 -0.709
N 0.3368 9.5932 1.3296 -0.001 -0.007 0.007 0.801
O 0.5182 9.8376 0.1561 -0.023 -0.005 0.032 -0.508
O -0.3718 8.7077 1.7631 0.014 0.094 0.049 -0.494
H 1.6241 11.1814 1.8051 -0.012 -0.015 -0.032 0.306
H 0.2714 10.9066 2.9503 -0.010 -0.055 0.037 0.283
H 1.6602 9.7868 2.9322 -0.052 -0.022 0.038 0.284
C -5.4769 -2.1229 2.7547 0.045 -0.040 0.111 -0.788
N -4.5172 -1.7997 1.6636 0.055 0.024 -0.032 0.866
O -3.3397 -2.0187 1.8584 -0.190 -0.192 0.101 -0.484
O -4.9828 -1.3310 0.6455 -0.002 -0.019 0.021 -0.497
H -4.9191 -2.5273 3.5905 0.031 0.004 -0.020 0.325
H -5.9848 -1.2014 3.0219 -0.041 -0.003 -0.054 0.294
H -6.1830 -2.8461 2.3588 -0.037 0.046 -0.031 0.286
```
Forces are in eV/Å.



This record from OMol25 describes a structure of composition CH4N2O3S. The level of theory is ωB97M-V/def2-TZVPD.

Total charge: 0
Gap between HOMO and LUMO (alpha / beta), eV: 9.26 / 9.26
Relative energy (zero: lowest compared OMol25 entry of this formula, charge and spin), eV: 5.323
Strongest force on any atom, eV/Å: 5.908
2S+1: 1

The geometry in XYZ format:
```
11
Properties=species:S:1:pos:R:3:forces:R:3:mulliken_charge:R:1
C -0.8188 -0.9771 -1.1876 -3.179 -4.074 -2.864 0.129
N 0.4906 -0.8737 -0.9065 3.220 3.170 1.122 -0.418
N 0.7613 0.4986 1.6402 1.172 4.277 -3.560 -0.413
O 1.4195 1.9786 -0.2651 -0.854 -0.825 0.367 -0.540
O -1.0604 1.5019 0.0477 1.994 -0.425 0.677 -0.580
O -0.2979 -1.6010 -0.0290 -0.398 -0.933 0.541 -0.251
S 0.3471 1.1023 0.1502 -1.041 -0.808 -1.179 1.028
H -1.3974 -0.1866 -0.9371 -2.096 2.238 0.221 0.296
H -1.2929 -1.6660 -2.0334 1.593 1.286 1.700 0.209
H 0.1967 -0.0126 2.1872 -2.398 -2.561 1.881 0.270
H 1.6520 0.2356 1.3334 1.988 -1.346 1.094 0.269
```
Forces are in eV/Å.



This record from OMol25 describes the molecule Br2O4S2. The level of theory is ωB97M-V/def2-TZVPD.

Total charge: 0
Gap between HOMO and LUMO, eV: 9.27
Relative energy (zero: lowest compared OMol25 entry of this formula, charge and spin), eV: 0.411
Strongest force on any atom, eV/Å: 6.076
2S+1: 1

The geometry in XYZ format:
```
8
Properties=species:S:1:pos:R:3:forces:R:3:mulliken_charge:R:1
O 1.2139 -1.0058 1.6999 -0.694 1.319 0.278 -0.434
O 0.9198 1.4249 1.1143 -2.624 0.351 0.992 -0.406
O -1.2385 0.6317 -1.8034 0.570 4.716 -3.508 -0.333
O 0.0288 -0.8566 -0.3382 -2.829 0.773 1.048 -0.266
S 0.8524 0.0461 0.7931 4.095 -2.996 -2.792 0.948
S -1.5734 -0.5043 -1.1192 3.057 -5.248 -0.176 0.600
Br 2.3257 0.2366 -0.8946 1.160 -0.098 0.021 -0.139
Br -2.5288 0.0276 0.5481 -2.734 1.183 4.136 0.032
```
Forces are in eV/Å.